Below is C27H17Cl3N3O4PdS2Si as an isolated structure, with properties calculated with ωB97M-V/def2-TZVPD.

Maximum force ... 0.8 eV/Å
Multiplicity ... 5
Energy relative to the best compared isomer or geometry (same formula, charge and spin) ... 0.0000 eV
M ... 752.449 g mol⁻¹
E_HOMO (spin up / spin down) ... -14.428 / -16.201 eV
Total charge ... +3

Cartesian coordinates (Å):
Pd1 -0.420 -0.119 0.023
O1 1.762 -3.917 -0.204
C1 1.018 -2.832 -0.106
O2 1.447 -1.713 0.086
C2 -0.457 -3.147 -0.246
C3 -0.952 -4.433 -0.396
C4 -2.323 -4.598 -0.498
C5 -3.147 -3.482 -0.437
C6 -2.571 -2.231 -0.281
N1 -1.249 -2.078 -0.198
C7 -3.330 -0.928 -0.208
O3 -4.650 -0.948 -0.177
O4 -2.753 0.137 -0.190
H1 2.701 -3.677 -0.117
H2 -0.276 -5.275 -0.433
H3 -2.748 -5.585 -0.622
H4 -4.217 -3.617 -0.524
H5 -5.024 -1.838 -0.125
S1 2.637 3.738 5.046
C8 3.278 2.620 6.135
C9 3.104 1.280 5.727
C10 2.446 1.193 4.529
C11 2.104 2.464 3.989
C12 1.423 2.742 2.756
C13 0.919 1.686 1.943
N2 0.315 1.862 0.798
C14 0.150 3.143 0.323
C15 0.553 4.264 1.092
C16 0.284 5.588 0.651
C17 -0.422 5.787 -0.487
C18 -0.833 4.680 -1.283
C19 -1.699 4.876 -2.390
C20 -2.302 3.738 -3.004
C21 -1.818 2.481 -2.686
N3 -0.738 2.313 -1.833
C22 -0.458 3.380 -0.934
C23 -3.347 3.889 -3.960
C24 -4.126 2.875 -4.591
C25 -5.029 3.376 -5.489
C26 -4.966 4.783 -5.566
S2 -3.813 5.458 -4.544
C27 1.208 4.035 2.306
H6 3.763 2.959 7.041
H7 3.459 0.443 6.310
H8 2.220 0.260 4.036
H9 1.019 0.660 2.273
H10 0.620 6.424 1.251
H11 -0.685 6.786 -0.808
H12 -1.977 5.884 -2.664
H13 -2.168 1.586 -3.180
H14 -4.016 1.824 -4.370
H15 -5.718 2.791 -6.079
H16 -5.569 5.418 -6.201
H17 1.538 4.896 2.878
Cl1 2.206 1.183 -1.550
Si1 0.545 1.348 -2.616
Cl2 -0.265 -0.423 -3.113
Cl3 0.983 2.333 -4.331


Below is C27H18Br2Cl2N4O4RuS3 as an isolated structure, with properties calculated with ωB97M-V/def2-TZVPD.

Maximum force ... 4.3 eV/Å
Multiplicity ... 2
M ... 890.450 g mol⁻¹
E_HOMO (spin up / spin down) ... -4.325 / -4.274 eV
Total charge ... -1

Cartesian coordinates (Å):
Ru1 -1.361 1.205 0.337
S1 0.061 0.899 2.768
C1 -1.120 -0.019 3.598
C2 -0.926 -0.195 4.974
C3 -1.821 -0.903 5.750
C4 -1.563 -1.075 7.124
N1 -1.313 -1.211 8.237
C5 -2.976 -1.465 5.147
C6 -3.175 -1.304 3.789
C7 -2.263 -0.604 2.989
S2 -2.605 -0.535 1.303
C8 -3.890 -2.203 5.925
N2 -4.624 -2.822 6.555
H1 -0.051 0.252 5.422
H2 -4.060 -1.714 3.326
C9 4.693 -4.319 -2.685
C10 3.430 -3.694 -2.174
C11 3.253 -3.475 -0.813
C12 2.136 -2.808 -0.349
C13 1.194 -2.349 -1.252
C14 1.319 -2.597 -2.605
C15 2.438 -3.276 -3.057
S3 -0.165 -1.424 -0.542
O1 -0.390 -2.023 0.748
O2 -1.266 -1.418 -1.463
N3 0.262 0.136 -0.273
C16 1.318 0.869 -0.674
C17 2.511 0.406 -1.232
C18 3.528 1.285 -1.593
C19 3.408 2.640 -1.420
C20 2.226 3.169 -0.873
C21 2.001 4.552 -0.714
C22 0.792 4.986 -0.239
C23 -0.175 4.049 0.136
N4 0.022 2.748 0.025
C24 1.184 2.286 -0.491
H3 5.354 -4.574 -1.860
H4 5.212 -3.614 -3.335
H5 4.483 -5.221 -3.260
H6 4.000 -3.814 -0.112
H7 1.982 -2.604 0.699
H8 0.560 -2.246 -3.286
H9 2.545 -3.478 -4.111
H10 2.661 -0.646 -1.392
H11 4.428 0.867 -2.024
H12 4.203 3.312 -1.704
H13 2.781 5.245 -0.992
H14 0.566 6.037 -0.149
H15 -1.124 4.382 0.537
Br1 -2.983 2.674 1.415
C25 -5.065 3.403 -1.220
Br2 -3.613 3.965 -2.196
H16 -5.128 3.789 -0.220
H17 -5.435 2.426 -1.465
Cl1 -1.240 -0.469 -4.381
C26 -2.671 0.088 -3.541
Cl2 -3.789 -1.231 -3.240
C27 -2.274 0.758 -2.209
O3 -3.095 0.676 -1.283
O4 -1.221 1.408 -2.191
H18 -3.166 0.821 -4.185


Below is C27H19BF5N10O5SSc as an isolated structure, with properties calculated with ωB97M-V/def2-TZVPD.

Maximum force ... 0.1 eV/Å
Multiplicity ... 2
Energy relative to the best compared isomer or geometry (same formula, charge and spin) ... 0.0000 eV
M ... 746.339 g mol⁻¹
E_HOMO (spin up / spin down) ... -4.225 / -5.935 eV
Total charge ... -1

Cartesian coordinates (Å):
Sc1 0.037 -0.260 0.854
C1 2.571 -3.649 -0.527
C2 1.777 -2.958 0.389
N1 1.138 -1.962 -0.212
N2 1.497 -1.993 -1.519
C3 2.368 -2.996 -1.724
B1 0.967 -0.866 -2.430
N3 1.570 0.482 -1.947
C4 2.501 1.283 -2.493
C5 2.677 2.371 -1.663
C6 1.806 2.135 -0.596
N4 1.157 0.993 -0.772
N5 -0.573 -0.778 -2.291
C7 -1.513 -1.001 -3.228
C8 -2.751 -0.829 -2.647
C9 -2.470 -0.504 -1.316
N6 -1.161 -0.479 -1.114
N7 1.289 -1.055 -3.914
C10 1.097 -0.122 -4.880
C11 1.247 -0.732 -6.100
C12 1.521 -2.074 -5.775
N8 1.531 -2.264 -4.468
H1 3.196 -4.505 -0.347
H2 1.627 -3.126 1.443
H3 2.749 -3.187 -2.710
H4 2.977 1.028 -3.424
H5 3.347 3.200 -1.802
H6 1.635 2.710 0.300
H7 -1.239 -1.274 -4.233
H8 -3.715 -0.933 -3.113
H9 -3.143 -0.310 -0.497
H10 0.847 0.895 -4.627
H11 1.169 -0.280 -7.073
H12 1.710 -2.905 -6.436
O1 -0.955 1.398 1.328
C13 -2.082 2.004 1.002
C14 -2.120 2.891 -0.082
C15 -3.302 3.495 -0.461
C16 -4.488 3.235 0.227
C17 -4.470 2.367 1.298
C18 -3.281 1.749 1.710
C19 -3.313 0.808 2.806
N9 -4.427 0.222 3.272
C20 -4.033 -0.642 4.202
C21 -2.554 -0.709 4.290
N10 -2.208 0.386 3.495
H13 -1.199 3.060 -0.625
H14 -3.305 4.171 -1.308
H15 -5.413 3.706 -0.079
H16 -5.375 2.136 1.844
H17 -4.716 -1.293 4.725
H18 -2.065 -0.755 5.259
H19 -1.270 0.700 3.304
O2 -2.136 -2.097 3.711
S1 -1.220 -2.282 2.464
O3 -1.068 -3.697 2.338
O4 -1.821 -1.589 1.306
O5 0.040 -1.527 2.703
F1 3.546 -0.296 0.290
C22 3.314 0.189 1.537
C23 2.023 0.348 1.998
C24 1.949 0.857 3.275
F2 0.733 1.068 3.861
C25 3.040 1.193 4.058
F3 2.898 1.693 5.299
C26 4.309 1.011 3.542
F4 5.391 1.326 4.272
C27 4.450 0.500 2.266
F5 5.685 0.320 1.763


Below is C27H19N3O9Sn as an isolated structure, with properties calculated with ωB97M-V/def2-TZVPD.

Maximum force ... 3.9 eV/Å
Energy relative to the best compared isomer or geometry (same formula, charge and spin) ... 5.4880 eV
M ... 648.172 g mol⁻¹
E_HOMO (spin up / spin down) ... -7.567 / -7.663 eV
Total charge ... 0

Cartesian coordinates (Å):
Sn1 -1.832 0.278 -0.749
O1 2.444 0.407 -1.866
C1 1.234 0.463 -1.815
N1 0.476 0.538 -0.689
C2 1.106 0.656 0.499
O2 2.186 1.146 0.720
C3 0.326 0.005 1.676
C4 1.162 0.090 2.962
C5 0.355 0.297 4.184
C6 -0.929 0.668 4.092
C7 -1.567 0.768 2.798
N2 -1.023 0.425 1.690
C8 0.432 0.303 -3.081
C9 1.116 0.178 -4.286
C10 0.392 -0.041 -5.447
C11 -0.989 -0.137 -5.357
C12 -1.591 0.023 -4.120
N3 -0.892 0.241 -3.014
H1 1.951 0.850 2.891
H2 0.851 0.172 5.136
H3 -1.523 0.879 4.967
H4 -2.595 1.119 2.754
H5 2.192 0.259 -4.284
H6 0.892 -0.142 -6.399
H7 -1.593 -0.316 -6.231
H8 -2.666 -0.018 -3.989
O3 -5.872 5.641 -0.523
C13 -5.147 4.700 -0.676
C14 -3.628 4.738 -0.844
O4 -3.001 5.740 -1.082
C15 -3.179 3.325 -0.842
C16 -4.345 2.470 -1.112
O5 -4.284 1.349 -1.603
C17 -5.562 3.236 -0.727
O6 -6.629 2.815 -0.355
O7 -2.067 2.887 -0.548
C18 4.183 -0.928 3.127
C19 3.096 -1.315 2.181
C20 1.705 -1.343 2.696
C21 0.604 -1.557 1.628
C22 -0.564 -2.361 2.196
C23 1.056 -2.063 0.303
C24 2.379 -2.122 -0.024
C25 2.897 -2.635 -1.320
C26 3.363 -1.628 0.898
C27 -0.024 -2.534 -0.667
O8 0.240 -3.536 -1.310
O9 -1.110 -1.894 -0.689
H9 3.785 -0.602 4.084
H10 4.775 -0.124 2.691
H11 4.854 -1.771 3.297
H12 1.636 -2.010 3.561
H13 -0.766 -2.079 3.228
H14 -0.320 -3.421 2.157
H15 -1.465 -2.205 1.609
H16 2.124 -2.621 -2.082
H17 3.219 -3.670 -1.198
H18 3.746 -2.035 -1.639
H19 4.379 -1.559 0.542